{
  "formula": "C7H15NO",
  "method": "ωB97M-V/def2-TZVPD",
  "symbols": ["C", "C", "C", "O", "C", "C", "N", "C", "C", "H", "H", "H", "H", "H", "H", "H", "H", "H", "H", "H", "H", "H", "H", "H"],
  "coordinates": [[0.8806, 0.5816, -3.0601], [-0.1477, 0.2145, -2.3165], [-0.0312, -0.7261, -1.0668], [-1.0434, -1.6974, -1.1383], [-0.1374, 0.0737, 0.2467], [0.9149, 1.1796, 0.3246], [-1.4946, 0.5654, 0.3224], [0.1284, -1.0431, 1.3596], [-0.0599, -0.5616, 2.7923], [1.8775, 0.2149, -2.8665], [0.7710, 1.2258, -3.9187], [-1.1464, 0.5644, -2.5518], [0.9345, -1.2333, -1.1332], [-1.8668, -1.2140, -0.9640], [1.9162, 0.7577, 0.2968], [0.8133, 1.8542, -0.5241], [0.7982, 1.7471, 1.2461], [-1.6113, 1.4131, -0.2208], [-1.8128, 0.7289, 1.2689], [1.1578, -1.3824, 1.2323], [-0.5198, -1.9037, 1.1918], [0.1785, -1.3707, 3.4805], [0.5915, 0.2798, 3.0190], [-1.0911, -0.2684, 2.9799]],
  "atomic_forces_ev_per_a": [[0.0, -0.1, -0.2], [0.3, -0.8, 1.1], [-0.1, 1.4, -1.7], [-0.1, -0.2, -0.1], [0.8, -1.6, 0.8], [-0.2, -0.2, 0.0], [-0.6, 0.0, 0.0], [-0.3, 1.1, -0.2], [0.1, -0.1, -0.2], [0.2, 0.0, 0.1], [-0.1, 0.1, -0.1], [-0.1, 0.0, 0.0], [-0.1, 0.0, 0.1], [0.1, -0.1, 0.2], [0.2, 0.0, 0.0], [0.0, 0.1, 0.0], [0.0, 0.0, 0.1], [0.0, 0.0, 0.2], [0.1, 0.1, -0.1], [0.0, 0.0, -0.1], [0.0, 0.1, -0.2], [0.0, 0.0, 0.1], [0.0, 0.1, 0.1], [-0.1, 0.1, 0.1]],
  "mulliken_charge": [-0.71, -0.49, -0.27, -0.60, 1.38, -1.79, -0.67, -0.80, -1.22, 0.26, 0.28, 0.24, 0.49, 0.42, 0.33, 0.47, 0.42, 0.23, 0.26, 0.36, 0.39, 0.39, 0.31, 0.31],
  "de_lowest_kj_mol": 132.4,
  "charge": 0,
  "energy_ev": -11039.3023,
  "orbital_gap_ev": 10.50,
  "largest_force_ev_per_a": 2.20,
  "homo_energy_ev": -9.56
}